1.
{
  "formula": "C16H25BClIrN6O",
  "method": "ωB97M-V/def2-TZVPD",
  "largest_force_ev_per_a": 2.62,
  "lumo_ev": [-0.66, -0.67],
  "e_tot_ev": -44025.9758,
  "gap_ev": [7.47, 7.47],
  "e_homo_ev": [-8.14, -8.14],
  "elements": ["C", "N", "C", "H", "H", "H", "H", "Cl", "H", "H", "H", "C", "H", "C", "N", "C", "H", "C", "H", "H", "H", "H", "H", "C", "C", "N", "C", "H", "N", "H", "H", "H", "Ir", "H", "H", "B", "N", "H", "N", "C", "H", "H", "C", "O", "C", "C", "H", "C", "H", "C", "C"],
  "coordinates": [[-0.204, 0.501, 3.944], [-1.568, -0.078, 0.122], [-3.430, 0.466, -0.914], [-0.590, 3.830, -3.516], [-3.239, 0.327, 2.370], [3.194, -1.684, -2.542], [2.293, 2.086, 3.600], [3.273, 0.827, -2.125], [-0.211, -0.566, 4.166], [-2.964, 0.348, -3.785], [-0.410, 3.952, -1.756], [-3.608, -0.298, 1.556], [-1.338, 1.043, -3.606], [-2.902, 0.016, 0.281], [1.388, 0.909, 0.707], [-0.155, -3.766, 1.574], [4.284, 2.155, 1.561], [1.254, -3.519, -0.591], [-2.773, 2.038, -3.313], [0.124, -4.815, 1.525], [3.287, 3.372, 0.757], [0.988, 4.234, -2.809], [-4.466, 0.652, -1.141], [0.086, 3.618, -2.679], [1.817, 1.607, 2.762], [0.963, -1.342, -0.886], [0.679, 0.819, 2.786], [-3.462, -1.340, 1.844], [-1.224, 0.299, -1.127], [-1.232, 0.801, 3.740], [-4.672, -0.113, 1.431], [1.567, -4.537, -0.747], [1.007, 0.803, -1.429], [1.744, -1.997, -3.477], [0.146, 1.039, 4.821], [-0.519, -0.694, 1.044], [0.448, 0.400, 1.530], [3.716, 1.884, -0.094], [0.299, -1.712, 0.229], [2.357, -2.366, -2.654], [-1.033, -1.223, 1.976], [0.187, -3.353, 2.523], [1.554, -2.419, -1.401], [0.394, 2.269, -2.643], [-2.349, 1.039, -3.208], [2.238, 1.635, 1.429], [2.735, -3.355, -2.906], [-2.335, 0.627, -1.775], [-1.242, -3.686, 1.541], [3.450, 2.299, 0.875], [0.458, -3.032, 0.429]],
  "nbo_charge": [-0.64, -0.34, -0.35, 0.17, 0.22, 0.26, 0.23, -0.52, 0.23, 0.22, 0.16, -0.64, 0.25, 0.21, -0.24, -0.64, 0.22, -0.35, 0.23, 0.23, 0.23, 0.16, 0.23, -0.22, -0.35, -0.29, 0.23, 0.23, -0.31, 0.23, 0.23, 0.23, 1.23, 0.23, 0.23, 0.52, -0.32, 0.27, -0.32, -0.66, -0.03, 0.23, 0.20, -0.81, -0.65, 0.21, 0.22, 0.20, 0.23, -0.67, 0.22]
}

=====

2.
{
  "formula": "C17H16AuBN5O3S",
  "method": "ωB97M-V/def2-TZVPD",
  "largest_force_ev_per_a": 0.77,
  "charge": -1,
  "lumo_ev": 2.08,
  "de_lowest_kcal_mol": 8.5,
  "e_tot_ev": -46688.1258,
  "gap_ev": 7.69,
  "e_homo_ev": -5.61,
  "elements": ["C", "H", "S", "C", "O", "C", "H", "C", "C", "C", "C", "H", "H", "C", "O", "C", "N", "N", "H", "H", "H", "C", "B", "H", "H", "N", "H", "C", "O", "H", "N", "N", "C", "H", "C", "H", "C", "Au", "H", "C", "C", "H", "H", "C"],
  "coordinates": [[4.183, 1.041, 1.898], [4.180, 2.118, -0.577], [-4.565, -2.576, -2.879], [0.902, 1.548, -0.840], [-5.291, 1.228, -1.781], [1.719, 0.715, 1.281], [3.761, 2.982, 2.763], [2.997, 1.164, 0.940], [-8.382, -0.252, -1.124], [-1.386, -4.324, -1.587], [3.823, 0.259, 3.165], [-3.257, -1.250, -0.880], [5.703, 0.864, 0.336], [0.692, 0.924, 0.383], [-0.631, 0.618, 0.499], [-7.616, 0.936, -3.104], [-2.789, -2.160, -0.983], [-6.189, 0.557, -1.171], [-0.819, -5.206, -1.875], [3.454, -0.740, 2.928], [5.409, 2.407, 3.072], [4.611, 2.455, 2.327], [-1.280, 1.092, -0.675], [1.515, 0.221, 2.220], [4.965, 3.037, 1.475], [-9.271, -0.769, -0.606], [2.317, 2.464, -2.163], [3.189, 1.784, -0.297], [-0.280, 1.642, -1.506], [6.198, 0.237, 1.912], [-7.844, 1.344, -4.155], [-2.443, -4.074, -2.307], [-7.326, 0.429, -1.798], [-0.070, -3.764, 0.067], [-3.209, -2.974, -2.033], [3.063, 0.785, 3.746], [2.156, 1.983, -1.207], [-3.216, 1.087, -1.139], [4.706, 0.149, 3.796], [5.358, 0.325, 1.219], [-1.693, -2.412, -0.255], [5.061, -0.678, 0.907], [-1.448, -1.689, 0.511], [-0.953, -3.527, -0.505]],
  "nbo_charge": [-0.07, 0.20, -0.18, 0.22, -0.61, -0.28, 0.21, -0.02, 0.29, 0.12, -0.60, 0.44, 0.21, 0.29, -0.70, 0.28, -0.54, 0.06, 0.19, 0.21, 0.20, -0.59, 0.64, 0.22, 0.21, -0.36, 0.22, -0.22, -0.66, 0.20, -0.34, -0.47, -0.20, 0.23, 0.20, 0.21, -0.24, 0.26, 0.21, -0.60, 0.11, 0.21, 0.24, -0.39]
}

=====

3.
{
  "formula": "C17H44AsF6NiO19S6",
  "method": "ωB97M-V/def2-TZVPD",
  "largest_force_ev_per_a": 3.16,
  "s_squared": 2.002,
  "multiplicity": 3,
  "charge": 1,
  "lumo_ev": [-4.85, -6.66],
  "de_lowest_kcal_mol": 68.9,
  "e_tot_ev": -240434.7699,
  "gap_ev": [6.91, 5.11],
  "e_homo_ev": [-11.76, -11.76],
  "elements": ["H", "H", "H", "C", "F", "C", "H", "O", "O", "C", "C", "O", "O", "S", "C", "O", "H", "O", "H", "H", "O", "C", "H", "O", "H", "H", "H", "C", "C", "C", "H", "H", "S", "H", "Ni", "C", "H", "H", "H", "H", "H", "F", "H", "H", "O", "H", "O", "O", "H", "S", "H", "O", "C", "O", "S", "H", "H", "C", "O", "H", "O", "O", "H", "H", "S", "F", "C", "H", "H", "S", "O", "F", "As", "O", "F", "H", "C", "H", "H", "H", "H", "F", "C", "H", "C", "H", "H", "H", "O", "H", "H", "C", "H", "H"],
  "coordinates": [[-26.173, -24.231, -17.536], [-17.241, -22.885, -21.753], [-25.627, -23.988, -14.574], [-25.616, -24.560, -16.658], [-17.454, -25.540, -16.348], [-17.831, -29.291, -14.759], [-15.907, -23.166, -12.872], [-18.632, -32.142, -13.657], [-15.735, -22.840, -16.771], [-12.497, -21.633, -15.939], [-19.282, -21.983, -21.533], [-13.426, -23.754, -16.869], [-18.138, -31.914, -19.221], [-17.807, -33.268, -20.074], [-26.273, -23.903, -15.446], [-20.050, -31.979, -15.706], [-15.926, -23.115, -14.689], [-14.104, -21.877, -18.387], [-18.474, -23.992, -21.987], [-18.788, -21.011, -21.641], [-21.877, -24.045, -16.565], [-16.412, -23.475, -13.780], [-22.899, -26.338, -17.842], [-19.515, -22.371, -20.179], [-17.512, -28.931, -13.779], [-20.460, -29.594, -19.636], [-15.927, -24.257, -19.274], [-19.490, -31.433, -19.338], [-12.701, -23.152, -15.809], [-16.800, -30.321, -15.296], [-11.876, -21.421, -16.807], [-20.223, -21.930, -22.074], [-23.024, -24.780, -16.043], [-27.281, -24.276, -15.267], [-20.559, -22.509, -16.099], [-22.986, -26.389, -16.760], [-25.616, -25.651, -16.642], [-13.262, -23.244, -14.871], [-17.200, -21.718, -18.552], [-19.315, -29.449, -18.329], [-11.976, -21.229, -15.067], [-19.367, -24.211, -16.903], [-17.204, -19.963, -18.603], [-18.789, -25.682, -11.945], [-23.327, -24.748, -14.637], [-20.459, -24.858, -14.371], [-18.718, -23.729, -12.513], [-19.109, -29.914, -14.672], [-17.229, -20.909, -20.087], [-14.625, -23.022, -17.675], [-22.157, -26.981, -16.378], [-24.279, -24.088, -16.848], [-16.189, -33.535, -19.282], [-18.014, -21.441, -13.067], [-18.096, -22.755, -13.644], [-20.042, -31.919, -18.530], [-17.976, -28.416, -15.389], [-14.977, -24.395, -18.771], [-18.791, -22.952, -14.909], [-18.278, -25.505, -13.578], [-17.646, -32.968, -21.473], [-18.766, -34.248, -19.624], [-16.192, -30.723, -14.485], [-14.793, -25.272, -18.154], [-18.941, -31.525, -14.906], [-19.661, -26.643, -16.259], [-18.256, -22.927, -22.148], [-16.174, -30.047, -16.140], [-18.318, -22.896, -23.237], [-19.387, -21.212, -19.070], [-19.665, -21.849, -17.780], [-17.968, -25.000, -18.831], [-18.767, -25.780, -17.482], [-20.222, -20.113, -19.487], [-18.150, -27.300, -18.078], [-21.144, -24.865, -12.762], [-18.977, -25.092, -12.842], [-16.449, -24.548, -13.954], [-26.416, -22.828, -15.582], [-16.397, -33.796, -18.250], [-13.453, -21.113, -15.904], [-20.183, -25.841, -18.485], [-17.618, -20.852, -19.071], [-11.737, -23.610, -15.605], [-19.472, -29.920, -19.301], [-23.932, -26.859, -16.493], [-20.610, -26.357, -13.617], [-15.644, -34.360, -19.746], [-17.636, -31.364, -15.818], [-14.152, -24.452, -19.484], [-18.715, -29.445, -19.925], [-20.372, -25.321, -13.381], [-15.527, -32.696, -19.487], [-20.002, -31.775, -20.242]],
  "lowdin_spin": [0.00, 0.00, 0.00, 0.00, 0.00, 0.00, 0.00, 0.00, 0.00, 0.00, 0.00, 0.00, 0.00, 0.00, 0.00, 0.00, 0.00, 0.00, 0.00, 0.00, 0.02, 0.00, 0.00, 0.00, 0.00, 0.00, 0.00, 0.00, 0.00, 0.00, 0.00, 0.00, 0.00, 0.00, 1.89, 0.00, 0.00, 0.00, 0.00, 0.00, 0.00, 0.02, 0.00, 0.00, 0.00, 0.00, 0.00, 0.00, 0.00, 0.00, 0.00, 0.00, 0.00, 0.00, 0.00, 0.00, 0.00, 0.00, 0.01, 0.00, 0.00, 0.00, 0.00, 0.00, 0.00, 0.00, 0.00, 0.00, 0.00, 0.00, 0.03, 0.00, 0.00, 0.00, 0.00, 0.00, 0.00, 0.00, 0.00, 0.00, 0.00, 0.00, 0.00, 0.00, 0.00, 0.00, 0.00, 0.00, 0.00, 0.00, 0.00, 0.00, 0.00, 0.00]
}

=====

Repeat the first record exactly.
{
  "formula": "C16H25BClIrN6O",
  "method": "ωB97M-V/def2-TZVPD",
  "largest_force_ev_per_a": 2.62,
  "lumo_ev": [-0.66, -0.67],
  "e_tot_ev": -44025.9758,
  "gap_ev": [7.47, 7.47],
  "e_homo_ev": [-8.14, -8.14],
  "elements": ["C", "N", "C", "H", "H", "H", "H", "Cl", "H", "H", "H", "C", "H", "C", "N", "C", "H", "C", "H", "H", "H", "H", "H", "C", "C", "N", "C", "H", "N", "H", "H", "H", "Ir", "H", "H", "B", "N", "H", "N", "C", "H", "H", "C", "O", "C", "C", "H", "C", "H", "C", "C"],
  "coordinates": [[-0.204, 0.501, 3.944], [-1.568, -0.078, 0.122], [-3.430, 0.466, -0.914], [-0.590, 3.830, -3.516], [-3.239, 0.327, 2.370], [3.194, -1.684, -2.542], [2.293, 2.086, 3.600], [3.273, 0.827, -2.125], [-0.211, -0.566, 4.166], [-2.964, 0.348, -3.785], [-0.410, 3.952, -1.756], [-3.608, -0.298, 1.556], [-1.338, 1.043, -3.606], [-2.902, 0.016, 0.281], [1.388, 0.909, 0.707], [-0.155, -3.766, 1.574], [4.284, 2.155, 1.561], [1.254, -3.519, -0.591], [-2.773, 2.038, -3.313], [0.124, -4.815, 1.525], [3.287, 3.372, 0.757], [0.988, 4.234, -2.809], [-4.466, 0.652, -1.141], [0.086, 3.618, -2.679], [1.817, 1.607, 2.762], [0.963, -1.342, -0.886], [0.679, 0.819, 2.786], [-3.462, -1.340, 1.844], [-1.224, 0.299, -1.127], [-1.232, 0.801, 3.740], [-4.672, -0.113, 1.431], [1.567, -4.537, -0.747], [1.007, 0.803, -1.429], [1.744, -1.997, -3.477], [0.146, 1.039, 4.821], [-0.519, -0.694, 1.044], [0.448, 0.400, 1.530], [3.716, 1.884, -0.094], [0.299, -1.712, 0.229], [2.357, -2.366, -2.654], [-1.033, -1.223, 1.976], [0.187, -3.353, 2.523], [1.554, -2.419, -1.401], [0.394, 2.269, -2.643], [-2.349, 1.039, -3.208], [2.238, 1.635, 1.429], [2.735, -3.355, -2.906], [-2.335, 0.627, -1.775], [-1.242, -3.686, 1.541], [3.450, 2.299, 0.875], [0.458, -3.032, 0.429]],
  "nbo_charge": [-0.64, -0.34, -0.35, 0.17, 0.22, 0.26, 0.23, -0.52, 0.23, 0.22, 0.16, -0.64, 0.25, 0.21, -0.24, -0.64, 0.22, -0.35, 0.23, 0.23, 0.23, 0.16, 0.23, -0.22, -0.35, -0.29, 0.23, 0.23, -0.31, 0.23, 0.23, 0.23, 1.23, 0.23, 0.23, 0.52, -0.32, 0.27, -0.32, -0.66, -0.03, 0.23, 0.20, -0.81, -0.65, 0.21, 0.22, 0.20, 0.23, -0.67, 0.22]
}